(1)
A molecular structure, C32H27HgN4O5Se, computed with ωB97M-V/def2-TZVPD.

XYZ file:
```
70
C32H27HgN4O5Se ωB97M-V/def2-TZVPD
Hg -0.903 -0.910 -2.138
O 3.433 3.316 -0.886
C 2.272 3.853 -1.109
C 2.160 5.200 -1.537
C 0.934 5.798 -1.750
C -0.253 5.088 -1.568
C -0.174 3.760 -1.184
C 1.044 3.131 -0.951
C 1.022 1.681 -0.586
O -0.026 1.013 -0.624
N 2.238 1.230 -0.242
N 2.659 -0.075 -0.109
C 1.802 -1.008 0.063
C 2.241 -2.404 0.170
C 3.412 -2.755 0.827
C 3.817 -4.078 0.944
C 3.009 -5.067 0.379
C 1.845 -4.747 -0.290
C 1.410 -3.397 -0.448
O 0.366 -3.094 -1.124
H 2.975 1.946 -0.455
H 3.082 5.753 -1.680
H 0.898 6.835 -2.070
H -1.214 5.553 -1.750
H -1.070 3.159 -1.074
H 0.736 -0.815 0.117
H 4.010 -1.957 1.255
H 4.730 -4.336 1.468
H 3.301 -6.111 0.463
H 1.230 -5.521 -0.737
O 4.873 2.555 -3.462
C 4.762 1.212 -3.032
C 3.454 0.575 -3.412
C 3.275 -0.825 -3.269
C 1.998 -1.299 -3.157
N 0.902 -0.524 -3.295
C 1.060 0.791 -3.676
C 2.363 1.351 -3.665
C -0.103 1.570 -3.940
C -0.041 2.904 -4.425
C -1.185 3.624 -4.620
C -1.123 5.030 -5.134
O -1.713 5.161 -6.439
C -2.435 3.019 -4.331
C -2.422 1.727 -3.852
N -1.318 1.007 -3.668
H 4.657 3.099 -2.681
H 4.786 1.173 -1.938
H 5.617 0.632 -3.397
H 4.110 -1.487 -3.082
H 1.802 -2.326 -2.879
H 2.495 2.420 -3.743
H 0.917 3.368 -4.621
H -0.083 5.369 -5.155
H -1.686 5.703 -4.484
H -1.559 4.323 -6.887
H -3.365 3.556 -4.465
H -3.350 1.228 -3.584
Se -3.118 -1.480 -1.145
C -3.420 -3.250 -1.815
C -4.716 -3.604 -2.188
C -5.000 -4.888 -2.635
C -3.990 -5.835 -2.726
C -2.698 -5.483 -2.354
C -2.408 -4.206 -1.893
H -5.503 -2.862 -2.137
H -6.014 -5.142 -2.923
H -4.206 -6.835 -3.084
H -1.898 -6.212 -2.415
H -1.399 -3.951 -1.582
```

## Properties
HOMO-LUMO gap (alpha / beta) = 4.5 / 6.3 eV
Relative energy (zero: lowest compared OMol25 entry of this formula, charge and spin) = 27.6 kJ/mol
Molar mass = 827.14 g mol⁻¹
Spin multiplicity = 2
Total charge = -2

***

(2)
A molecular structure, C32H27N2O14S2, computed with ωB97M-V/def2-TZVPD.

XYZ file:
```
77
C32H27N2O14S2 ωB97M-V/def2-TZVPD
C -0.056 2.824 5.029
S -1.473 3.372 4.111
O -1.159 4.729 3.738
O -1.643 2.561 2.923
N -2.726 3.432 5.105
S -3.620 2.103 5.060
O -4.346 2.010 6.290
O -2.924 0.873 4.750
C -4.879 2.377 3.810
N -5.432 3.727 3.993
H -0.330 2.576 6.042
H 0.647 3.641 5.090
H 0.418 1.996 4.526
H -5.676 1.670 3.981
H -4.471 2.262 2.816
H -5.136 4.301 3.213
H -6.435 3.647 3.870
C 2.432 6.065 -0.431
C 3.056 5.372 0.516
C 2.303 4.478 1.434
O 2.882 3.848 2.296
C 0.835 4.386 1.255
C 0.213 5.081 0.305
C 0.959 5.972 -0.610
O 0.402 6.608 -1.482
H 2.958 6.723 -1.112
H 4.128 5.424 0.663
H 0.301 3.735 1.932
H -0.858 5.027 0.164
C -3.546 -0.901 2.507
C -2.473 -1.631 2.219
C -2.193 -2.086 0.841
O -1.214 -2.757 0.575
C -3.158 -1.693 -0.219
C -4.231 -0.960 0.062
C -4.509 -0.506 1.451
O -5.487 0.168 1.703
H -3.752 -0.555 3.511
H -1.755 -1.921 2.976
H -2.934 -2.034 -1.223
H -4.945 -0.661 -0.695
C 2.366 -1.746 2.425
C 2.164 -0.942 3.465
C 1.006 -1.141 4.375
O 0.803 -0.408 5.313
C 0.087 -2.269 4.080
C 0.291 -3.072 3.040
C 1.445 -2.871 2.133
O 1.628 -3.603 1.181
H 3.200 -1.618 1.746
H 2.819 -0.110 3.694
H -0.753 -2.390 4.753
H -0.368 -3.897 2.802
C 1.089 -3.346 -2.188
C 0.582 -4.409 -1.569
C -0.002 -5.536 -2.337
O -0.466 -6.508 -1.783
C 0.002 -5.435 -3.821
C 0.510 -4.372 -4.436
C 1.094 -3.246 -3.664
O 1.560 -2.278 -4.234
H 1.518 -2.514 -1.646
H 0.572 -4.497 -0.493
H -0.428 -6.269 -4.361
H 0.523 -4.276 -5.514
C 5.087 -1.449 -8.978
C 3.830 -1.456 -9.409
C 2.691 -1.553 -8.459
O 1.546 -1.564 -8.857
C 3.009 -1.639 -7.012
C 4.268 -1.632 -6.582
C 5.405 -1.536 -7.529
O 6.554 -1.528 -7.142
H 5.932 -1.381 -9.651
H 3.575 -1.394 -10.460
H 2.169 -1.707 -6.332
H 4.519 -1.694 -5.531
```

## Properties
HOMO-LUMO gap = 6.0 eV
Molar mass = 727.70 g mol⁻¹
Total charge = -1